## w
{
  "formula": "C3H12N2",
  "method": "ωB97M-V/def2-TZVPD",
  "smiles": "NCN.CC",
  "charge": 0,
  "lumo_ev": 0.9,
  "spin_multiplicity": 1,
  "orbital_gap_ev": 9.94,
  "species": ["N", "C", "N", "H", "H", "H", "H", "H", "H", "C", "C", "H", "H", "H", "H", "H", "H"],
  "positions_angstrom": [[-0.311, -0.503, -3.200], [-0.277, -0.434, -1.809], [-0.548, -1.863, -1.248], [-0.857, -1.236, -3.587], [0.656, -0.435, -3.443], [-0.982, 0.290, -1.481], [0.743, -0.131, -1.411], [0.441, -2.217, -0.929], [-1.201, -1.706, -0.456], [0.875, 1.548, 2.476], [-0.351, 0.469, 1.997], [0.557, 2.499, 2.909], [1.680, 0.945, 3.039], [1.479, 2.006, 1.675], [-1.163, 0.345, 2.746], [0.033, -0.524, 1.650], [-0.772, 0.947, 1.073]],
  "nbo_charge": [-0.859, -0.046, -0.877, 0.383, 0.363, 0.162, 0.158, 0.359, 0.360, -0.632, -0.621, 0.214, 0.208, 0.205, 0.213, 0.207, 0.203]
}

***

## x
{
  "formula": "C3H12N2",
  "method": "ωB97M-V/def2-TZVPD",
  "smiles": "NCN.CC",
  "charge": 0,
  "lumo_ev": 1.2,
  "spin_multiplicity": 1,
  "orbital_gap_ev": 9.88,
  "species": ["N", "C", "N", "H", "H", "H", "H", "H", "H", "C", "C", "H", "H", "H", "H", "H", "H"],
  "positions_angstrom": [[1.553, -0.140, -4.411], [1.608, 1.297, -4.830], [2.704, 1.476, -5.817], [1.310, -0.947, -4.925], [1.513, -0.312, -3.377], [0.543, 1.620, -5.324], [1.732, 1.947, -3.973], [3.649, 1.489, -5.288], [2.766, 0.784, -6.555], [-1.663, -1.284, 5.151], [-2.710, -0.442, 6.085], [-1.086, -1.959, 5.703], [-0.934, -0.553, 4.719], [-2.270, -1.942, 4.389], [-2.753, -0.938, 6.924], [-2.308, 0.549, 5.924], [-3.654, -0.646, 5.606]],
  "nbo_charge": [-0.923, -0.038, -0.859, 0.380, 0.369, 0.156, 0.195, 0.357, 0.364, -0.603, -0.608, 0.195, 0.200, 0.199, 0.200, 0.216, 0.202]
}

***

The most stable arrangement is w, and the next structure is 7.8 kcal/mol less stable.

***

## w
{
  "formula": "C39H94N2O9",
  "method": "ωB97M-V/def2-TZVPD",
  "charge": 0,
  "lumo_ev": 0.2,
  "spin_multiplicity": 1,
  "orbital_gap_ev": 7.79,
  "species": ["C", "C", "C", "C", "C", "C", "N", "O", "C", "C", "C", "H", "H", "H", "H", "H", "H", "H", "H", "H", "H", "H", "H", "H", "H", "H", "H", "H", "H", "H", "C", "C", "C", "C", "C", "C", "N", "O", "C", "C", "C", "H", "H", "H", "H", "H", "H", "H", "H", "H", "H", "H", "H", "H", "H", "H", "H", "H", "H", "H", "C", "C", "C", "O", "H", "H", "H", "H", "H", "H", "H", "H", "C", "C", "C", "O", "H", "H", "H", "H", "H", "H", "H", "H", "C", "C", "C", "O", "H", "H", "H", "H", "H", "H", "H", "H", "C", "C", "C", "O", "H", "H", "H", "H", "H", "H", "H", "H", "C", "C", "C", "O", "H", "H", "H", "H", "H", "H", "H", "H", "C", "C", "C", "O", "H", "H", "H", "H", "H", "H", "H", "H", "C", "C", "C", "O", "H", "H", "H", "H", "H", "H", "H", "H"],
  "positions_angstrom": [[-4.471, -3.119, 2.703], [-4.464, -2.896, 1.134], [-5.384, -1.683, 0.762], [-4.671, -0.331, 0.804], [-3.350, -0.450, 0.124], [-2.368, -1.474, 0.727], [-3.093, -2.722, 0.557], [-2.281, -3.813, 0.785], [-1.169, -1.401, -0.198], [-1.875, -1.182, 2.143], [-5.212, -4.136, 0.470], [-5.375, -3.669, 2.965], [-4.498, -2.186, 3.267], [-3.684, -3.729, 3.146], [-5.850, -1.753, -0.221], [-6.131, -1.558, 1.546], [-4.501, 0.010, 1.826], [-5.252, 0.518, 0.445], [-2.986, 0.577, 0.105], [-3.544, -0.761, -0.902], [-0.643, -0.450, -0.111], [-0.420, -2.169, -0.006], [-1.499, -1.538, -1.227], [-2.696, -1.312, 2.848], [-1.139, -1.981, 2.236], [-1.523, -0.166, 2.323], [-5.379, -3.957, -0.592], [-6.129, -4.363, 1.013], [-4.532, -4.986, 0.516], [-1.909, -3.983, -0.083], [0.007, 0.102, -1.360], [-0.971, 0.249, -2.510], [-0.748, 1.697, -3.043], [-1.229, 1.981, -4.571], [-0.628, 0.904, -5.431], [-0.944, -0.579, -4.991], [-0.594, -0.700, -3.545], [-0.557, -2.027, -3.132], [-2.432, -0.848, -5.362], [0.012, -1.552, -5.818], [-2.494, 0.195, -2.131], [0.139, -0.945, -1.089], [-0.447, 0.599, -0.503], [1.042, 0.409, -1.512], [-1.444, 2.257, -2.419], [0.283, 2.006, -2.873], [-0.787, 2.929, -4.878], [-2.307, 2.008, -4.730], [0.438, 1.127, -5.479], [-1.023, 1.037, -6.438], [-2.544, -1.802, -4.848], [-3.172, -0.187, -4.909], [-2.517, -1.046, -6.430], [-0.173, -2.621, -5.714], [0.059, -1.273, -6.871], [1.007, -1.551, -5.372], [-3.167, 0.629, -2.869], [-2.762, 0.737, -1.224], [-2.822, -0.844, -2.153], [-1.491, -2.228, -3.038], [1.709, -1.660, 1.483], [0.974, -0.451, 0.824], [0.096, 0.439, 1.841], [2.005, 0.415, 0.365], [2.330, -2.229, 0.791], [1.093, -2.334, 2.077], [2.365, -1.368, 2.304], [0.318, -0.733, -0.001], [-0.341, 1.325, 1.379], [0.766, 0.750, 2.643], [-0.567, -0.289, 2.309], [1.648, 1.166, -0.115], [3.550, -4.039, 1.781], [4.162, -2.649, 1.921], [5.619, -2.657, 2.279], [4.054, -2.171, 0.600], [4.009, -4.720, 1.064], [2.505, -3.895, 1.508], [3.531, -4.529, 2.755], [3.672, -1.918, 2.565], [5.632, -2.969, 3.323], [5.906, -1.606, 2.331], [6.263, -3.303, 1.681], [3.891, -1.225, 0.572], [-0.487, 3.464, -1.499], [0.758, 2.923, -0.804], [1.332, 3.927, 0.137], [0.424, 1.749, -0.033], [-0.156, 4.355, -2.032], [-1.149, 3.914, -0.760], [-0.954, 2.808, -2.235], [1.447, 2.613, -1.590], [1.852, 3.365, 0.912], [0.574, 4.584, 0.564], [2.080, 4.503, -0.407], [-0.312, 1.943, 0.552], [-2.169, 1.568, 1.201], [-2.186, 3.113, 1.443], [-2.310, 3.499, 2.889], [-0.897, 3.487, 1.065], [-2.278, 1.266, 0.160], [-3.027, 1.175, 1.746], [-1.356, 1.059, 1.720], [-2.991, 3.421, 0.776], [-2.223, 4.584, 2.945], [-1.522, 3.139, 3.550], [-3.273, 3.204, 3.305], [-0.844, 4.439, 1.178], [3.418, -1.985, -3.280], [1.939, -1.921, -2.882], [1.680, -2.307, -1.471], [1.332, -0.702, -3.254], [3.905, -2.921, -3.005], [4.006, -1.133, -2.940], [3.507, -1.977, -4.366], [1.359, -2.484, -3.613], [2.020, -3.320, -1.253], [0.615, -2.439, -1.282], [2.112, -1.572, -0.793], [0.381, -0.833, -3.262], [3.679, 1.961, 1.821], [4.556, 0.708, 1.357], [5.526, 0.311, 2.493], [3.646, -0.343, 1.237], [3.062, 2.395, 1.033], [4.356, 2.814, 1.877], [3.143, 1.847, 2.763], [5.113, 0.906, 0.441], [6.160, 1.129, 2.836], [6.217, -0.471, 2.180], [4.968, -0.007, 3.373], [2.755, 0.013, 1.251], [0.021, 2.633, 3.745], [1.395, 3.368, 3.921], [2.185, 3.369, 2.629], [1.173, 4.701, 4.223], [-0.515, 3.018, 2.877], [-0.546, 2.677, 4.675], [0.215, 1.572, 3.584], [2.009, 2.847, 4.656], [1.853, 2.566, 1.972], [3.260, 3.257, 2.767], [1.860, 4.176, 1.972], [0.405, 4.697, 4.798]],
  "mulliken_charge": [-1.684, 1.322, -1.539, -1.247, -0.665, 2.506, 0.746, -0.532, -2.528, -1.141, -1.777, 0.462, 0.422, 0.290, 0.406, 0.618, 0.420, 0.385, -0.613, 0.427, -0.960, 1.391, 0.692, 0.397, 0.391, 0.345, 0.414, 0.403, 0.376, 0.423, 0.013, -0.583, -1.035, -0.935, -1.244, 1.385, 0.631, -0.416, -1.748, -1.509, -1.712, -0.256, 2.685, 0.888, -0.190, 1.087, 0.428, 0.372, 0.352, 0.576, 0.306, 0.287, 0.495, 0.409, 0.438, 0.237, 0.810, 0.485, 0.622, 0.481, -1.398, 0.055, 0.053, 0.878, -0.469, 0.238, 0.379, -1.127, -0.882, 0.089, 0.267, 0.328, -1.339, 1.469, -1.473, -0.602, 0.262, 0.230, 0.371, 0.207, 0.431, -0.018, 0.378, 0.657, -1.141, -0.234, -1.036, 0.527, 0.742, -0.068, -1.521, 1.621, 0.245, 0.557, 0.328, -1.031, 0.250, -0.523, -1.694, -1.312, 0.185, 0.250, -1.206, 0.501, 0.503, 0.171, 0.476, 0.393, -1.911, -0.038, -0.391, -0.616, 0.347, 0.251, 0.477, 0.719, 0.913, -0.102, 0.542, -0.087, -0.869, 0.264, -1.665, -0.091, 0.384, 0.582, 0.150, 0.313, 0.545, 0.397, 0.290, 0.405, -1.437, 0.092, -0.782, -0.615, 1.086, 0.854, -0.209, 0.510, -1.669, 0.786, 0.706, 0.394]
}

***

## x
{
  "formula": "C39H94N2O9",
  "method": "ωB97M-V/def2-TZVPD",
  "smiles": "CC1(C)CCCC(C)(C)N1O.CC1(C)CCCC(C)(C)N1O.CC(C)O.CC(C)O.CC(C)O.CC(C)O.CC(C)O.CC(C)O.CC(C)O",
  "charge": 0,
  "lumo_ev": 0.6,
  "spin_multiplicity": 1,
  "orbital_gap_ev": 8.57,
  "species": ["C", "C", "C", "C", "C", "C", "C", "C", "C", "N", "O", "H", "H", "H", "H", "H", "H", "H", "H", "H", "H", "H", "H", "H", "H", "H", "H", "H", "H", "H", "C", "C", "C", "C", "C", "C", "C", "C", "C", "N", "O", "H", "H", "H", "H", "H", "H", "H", "H", "H", "H", "H", "H", "H", "H", "H", "H", "H", "H", "H", "C", "C", "C", "O", "H", "H", "H", "H", "H", "H", "H", "H", "C", "C", "C", "O", "H", "H", "H", "H", "H", "H", "H", "H", "C", "C", "C", "O", "H", "H", "H", "H", "H", "H", "H", "H", "C", "C", "C", "O", "H", "H", "H", "H", "H", "H", "H", "H", "C", "C", "C", "O", "H", "H", "H", "H", "H", "H", "H", "H", "C", "C", "C", "O", "H", "H", "H", "H", "H", "H", "H", "H", "C", "C", "C", "O", "H", "H", "H", "H", "H", "H", "H", "H"],
  "positions_angstrom": [[13.827, 10.129, 13.809], [15.026, 9.831, 14.737], [14.588, 10.206, 16.165], [15.447, 8.361, 14.762], [16.716, 7.959, 15.467], [17.949, 8.682, 14.803], [17.613, 10.243, 14.865], [17.716, 10.804, 16.267], [18.559, 11.060, 13.973], [16.277, 10.481, 14.278], [16.000, 11.829, 14.216], [13.601, 11.150, 13.570], [14.043, 9.630, 12.761], [13.005, 9.688, 14.289], [13.487, 10.019, 16.255], [15.144, 9.591, 16.865], [14.702, 11.254, 16.344], [14.577, 7.770, 15.076], [15.521, 8.116, 13.660], [16.715, 8.068, 16.537], [16.816, 6.886, 15.342], [18.134, 8.214, 13.816], [18.915, 8.573, 15.337], [18.759, 10.854, 16.563], [17.146, 10.263, 17.033], [17.271, 11.786, 16.215], [19.605, 10.914, 14.245], [18.395, 12.114, 14.067], [18.494, 10.858, 12.866], [15.979, 12.016, 13.240], [8.381, 15.447, 10.805], [9.052, 15.587, 12.194], [8.325, 14.701, 13.307], [10.478, 14.975, 12.035], [11.458, 15.854, 11.273], [11.493, 17.255, 11.878], [10.084, 17.878, 11.954], [10.170, 19.071, 12.884], [9.598, 18.323, 10.550], [9.194, 16.916, 12.711], [7.870, 17.477, 12.718], [7.344, 15.740, 10.570], [8.982, 15.934, 10.033], [8.413, 14.424, 10.578], [8.324, 13.595, 13.111], [8.738, 14.907, 14.269], [7.202, 14.953, 13.344], [10.838, 14.892, 13.034], [10.247, 13.983, 11.543], [12.450, 15.429, 11.447], [11.288, 15.871, 10.218], [12.138, 17.957, 11.247], [11.920, 17.136, 12.838], [10.326, 18.666, 13.862], [9.226, 19.724, 12.897], [11.055, 19.765, 12.566], [9.782, 17.504, 9.806], [10.168, 19.154, 10.209], [8.556, 18.475, 10.471], [7.544, 17.279, 13.626], [11.831, 12.914, 18.295], [11.411, 12.211, 17.006], [9.830, 12.031, 16.879], [11.927, 13.017, 15.965], [12.866, 12.732, 18.460], [11.343, 12.676, 19.215], [11.690, 13.988, 18.248], [11.888, 11.223, 16.934], [9.343, 13.026, 17.025], [9.443, 11.305, 17.634], [9.569, 11.789, 15.822], [11.461, 12.704, 15.201], [19.345, 6.140, 11.209], [18.005, 6.784, 10.895], [16.927, 6.161, 11.713], [18.090, 8.143, 11.112], [19.357, 6.174, 12.277], [20.226, 6.574, 10.785], [19.397, 5.085, 11.005], [17.805, 6.681, 9.793], [17.258, 5.971, 12.732], [16.722, 5.222, 11.283], [15.932, 6.634, 11.685], [17.215, 8.539, 10.928], [14.271, 13.132, 9.290], [14.419, 12.999, 10.800], [13.045, 12.465, 11.327], [15.443, 12.098, 11.178], [13.660, 14.047, 9.066], [13.762, 12.203, 8.947], [15.292, 13.136, 8.871], [14.609, 14.002, 11.188], [12.214, 12.967, 10.866], [12.892, 12.611, 12.413], [12.952, 11.428, 10.955], [16.340, 12.367, 10.869], [19.051, 16.966, 12.696], [17.706, 16.154, 12.715], [16.806, 16.171, 11.447], [17.852, 14.727, 12.966], [19.488, 16.903, 13.759], [18.893, 18.000, 12.409], [19.777, 16.554, 12.019], [17.097, 16.646, 13.501], [17.278, 15.955, 10.489], [16.395, 17.195, 11.370], [15.951, 15.449, 11.586], [17.687, 14.609, 13.914], [13.619, 8.500, 8.624], [15.083, 8.490, 9.063], [15.828, 9.334, 8.048], [15.177, 8.966, 10.330], [13.159, 7.744, 9.210], [13.445, 8.223, 7.591], [13.123, 9.441, 8.848], [15.442, 7.470, 9.073], [16.905, 9.239, 8.181], [15.636, 10.407, 8.117], [15.589, 9.011, 7.026], [15.229, 9.981, 10.380], [14.858, 16.033, 16.346], [15.075, 14.741, 15.535], [14.576, 14.876, 14.071], [16.457, 14.316, 15.574], [15.328, 15.961, 17.260], [13.822, 16.236, 16.459], [15.339, 16.837, 15.772], [14.381, 14.083, 16.113], [15.409, 14.719, 13.371], [14.153, 15.882, 13.822], [13.794, 14.204, 13.811], [16.407, 13.432, 15.179], [19.384, 10.936, 9.875], [19.316, 12.412, 10.312], [19.507, 13.385, 9.165], [18.013, 12.718, 10.862], [20.392, 10.787, 9.537], [18.596, 10.873, 9.122], [19.222, 10.297, 10.744], [20.060, 12.654, 11.071], [20.554, 13.510, 8.770], [19.165, 14.358, 9.559], [18.808, 13.159, 8.332], [18.133, 13.391, 11.571]],
  "mulliken_charge": [-1.167, 1.951, -1.663, -0.946, -0.776, -0.577, 1.392, -1.515, -2.111, -0.029, 3.218, -0.241, -0.446, 0.892, 0.224, 0.301, 0.214, 0.402, -0.263, 0.412, 0.556, -0.183, 0.486, 0.511, 0.250, 0.071, 0.580, 0.133, 0.088, -0.834, -1.705, 1.928, -2.073, -1.038, 0.500, -1.469, 1.910, -1.936, -1.798, 0.051, -0.523, 0.275, 0.307, 0.499, 0.329, 0.592, 0.372, 0.053, 0.462, -0.583, 0.414, 0.492, 0.242, 0.515, 0.318, 0.320, 0.295, 0.479, 0.404, 0.351, -1.522, 1.064, -1.312, -0.176, 0.346, 0.434, 0.336, -0.113, 0.285, 0.359, 0.424, -0.002, -1.722, 0.839, -1.414, -0.280, 0.366, 0.358, 0.411, 0.279, 0.321, 0.608, 0.178, -0.005, -1.467, 2.623, -1.139, 1.794, 0.307, 0.258, 0.323, -1.764, 0.676, -0.417, 0.219, -0.251, -1.505, 0.937, -1.207, -0.781, 0.321, 0.391, 0.342, 0.025, 0.295, 0.428, 0.055, 0.116, -1.613, 0.911, -1.369, -0.312, 0.430, 0.435, 0.227, 0.274, 0.253, 0.199, 0.483, -0.109, -1.955, 1.092, 0.960, -0.802, 0.541, 0.391, 0.385, -0.332, -1.035, 0.206, -0.382, -0.050, -0.937, 0.437, -1.305, -0.252, 0.462, 0.006, 0.196, 0.465, 0.332, 0.246, 0.252, -0.284]
}

***

The most stable arrangement is x, and the next structure is 1079.8 kcal/mol less stable.